Density functional theory data (ωB97M-V with the def2-TZVPD basis set) for a molecular structure, C5H15O3 at a distorted geometry.

Geometry as XYZ:
```
23
Properties=species:S:1:pos:R:3:lowdin_charge:R:1
C 0.2796 -1.6503 -0.4956 -0.339
O -0.9045 -0.9952 -0.1861 -0.252
C 1.4251 -0.6519 -0.8966 -0.204
C 1.0263 0.7941 -0.8907 -0.256
C 2.1422 1.8277 -0.8465 -0.282
C 2.6123 2.3163 -2.2062 -0.136
H 0.5437 -2.3259 0.3303 0.099
H 0.0743 -2.2249 -1.4080 0.081
H 1.7252 -0.9096 -1.9263 0.089
H 2.3822 -0.8094 -0.3689 0.097
H 0.4049 0.8834 0.0153 0.107
H 0.2679 1.0810 -1.6290 0.118
H 3.0089 1.5085 -0.2668 0.092
H 1.7301 2.6332 -0.2152 0.101
H 1.7403 2.7459 -2.7442 0.065
H 2.8192 1.5401 -2.9447 0.066
H 3.2620 3.1967 -2.2556 0.058
H -3.3684 -0.6560 2.1516 0.004
H -4.0720 -1.2229 3.3129 -0.001
O -4.1932 -0.4715 2.7177 -0.165
H -1.3658 -1.1377 0.9010 -0.015
H -1.1751 -0.2359 2.3511 -0.019
O -1.6646 -1.0356 2.1023 -0.309
```

Output
M (g mol⁻¹): 123.17
HOMO (eV): -4.074
ΔE to the lowest compared entry with this formula, charge and spin (kcal per mole): 17.2
Total energy (eV): -11570.874
Kohn-Sham gap (eV): 7.56
Charge: -1
Maximum force (eV/Å): 2.54